Density functional theory data (wB97M-V/def2-TZVPD) for C40H47Cl5IrNO7SSe2 as an isolated structure.

Kohn-Sham gap (spin up / spin down) = 5.371 / 5.286 eV
LUMO energy (spin up / spin down) = -5.43 / -5.45 eV
Highest occupied orbital energy (spin up / spin down) = -10.8008 / -10.7385 eV
⟨S²⟩ = 0.7621

Structure (ORCA input):
```
! RIJCOSX wB97M-V def2-TZVPD def2/J DEFGRID3
* xyz 1 2
Ir -0.04 0.65 -0.21
C 0.34 -0.72 3.59
Se 1.23 0.46 2.34
C 1.14 2.06 3.50
C 2.41 2.90 3.56
Se 3.39 3.16 1.89
C 5.03 2.28 2.44
H -0.64 -0.33 3.85
H 0.97 -0.80 4.47
H 0.25 -1.69 3.10
H 0.91 1.69 4.50
H 0.29 2.64 3.14
H 3.14 2.43 4.22
H 2.17 3.89 3.94
H 5.46 2.81 3.29
H 5.72 2.32 1.60
H 4.83 1.25 2.70
Cl 5.72 0.38 -4.94
C 4.21 0.41 -4.13
C 4.14 0.33 -2.75
Cl 5.58 0.22 -1.81
C 2.91 0.34 -2.12
Cl 2.77 0.21 -0.41
C 1.70 0.47 -2.80
O 0.51 0.53 -2.21
C 1.79 0.57 -4.20
Cl 0.32 0.79 -5.06
C 3.02 0.54 -4.85
Cl 3.07 0.68 -6.56
C 4.54 -6.54 -0.08
C 3.04 -6.60 -0.23
C 2.41 -6.06 -1.35
C 1.03 -6.05 -1.46
C 0.27 -6.60 -0.43
C 0.87 -7.18 0.68
C 2.25 -7.18 0.77
S -1.49 -6.48 -0.49
O -1.85 -5.88 -1.73
O -2.08 -7.71 -0.06
N -1.86 -5.41 0.72
C -1.14 -4.14 0.87
C -1.25 -3.29 -0.39
C -0.74 -1.90 -0.20
O -1.30 -0.94 -0.84
O 0.21 -1.62 0.55
H 5.04 -6.53 -1.05
H 4.92 -7.37 0.51
H 4.81 -5.61 0.44
H 3.02 -5.65 -2.15
H 0.53 -5.64 -2.33
H 0.25 -7.64 1.44
H 2.73 -7.64 1.63
H -2.00 -5.92 1.59
H -0.09 -4.30 1.12
H -1.62 -3.61 1.69
H -2.29 -3.23 -0.72
H -0.69 -3.73 -1.22
C -2.68 -1.01 2.37
C -3.41 0.34 2.43
C -2.55 1.43 3.09
C -3.92 0.67 1.04
C -5.24 0.41 0.80
C -5.81 0.58 -0.46
C -5.03 1.04 -1.51
C -3.69 1.35 -1.35
C -3.00 1.83 -2.62
C -2.49 0.62 -3.42
C -1.90 2.87 -2.46
C -3.09 1.16 -0.05
O -1.84 1.49 0.19
H -2.51 -1.39 3.38
H -1.72 -0.89 1.87
H -3.27 -1.74 1.82
H -4.30 0.21 3.05
H -1.60 1.54 2.56
H -2.35 1.15 4.13
H -3.06 2.39 3.08
H -5.86 0.06 1.62
H -6.86 0.39 -0.62
H -5.48 1.17 -2.48
H -3.80 2.29 -3.21
H -1.56 0.24 -3.00
H -2.30 0.92 -4.46
H -3.22 -0.20 -3.42
H -1.03 2.44 -1.98
H -2.24 3.74 -1.89
H -1.59 3.20 -3.46
C 1.18 3.76 -2.16
C 0.75 3.75 -0.73
O 0.73 2.71 -0.06
C 0.43 5.02 -0.06
C -0.17 4.97 1.21
C -0.46 6.13 1.89
C -0.15 7.36 1.32
C 0.44 7.42 0.06
C 0.73 6.25 -0.63
H 1.20 2.75 -2.56
H 2.19 4.18 -2.22
H 0.51 4.38 -2.77
H -0.42 4.00 1.62
H -0.92 6.09 2.87
H -0.38 8.28 1.85
H 0.68 8.38 -0.39
H 1.19 6.31 -1.61
*
```



Density functional theory data (wB97M-V/def2-TZVPD) for C40H47FN7O2PRb as an isolated structure.

Kohn-Sham gap = 5.691 eV
LUMO energy = 1.71 eV
Highest occupied orbital energy = -3.9830 eV

Structure (ORCA input):
```
! RIJCOSX wB97M-V def2-TZVPD def2/J DEFGRID3
* xyz -1 1
Rb 0.97 0.22 0.21
O 1.68 0.96 8.51
C 2.48 0.28 7.84
O 3.42 -0.47 8.18
C 2.23 0.32 6.31
C 1.32 1.21 5.76
C 1.13 1.21 4.38
N 1.74 0.37 3.55
C 2.60 -0.49 4.09
C 2.89 -0.54 5.45
C 3.28 -1.46 3.18
C 3.51 -2.77 3.62
C 4.19 -3.65 2.79
C 4.61 -3.21 1.55
C 4.31 -1.91 1.18
N 3.65 -1.05 1.96
C 0.16 2.18 3.78
C 0.01 3.46 4.32
C -0.90 4.33 3.76
C -1.65 3.90 2.67
C -1.43 2.62 2.19
N -0.54 1.78 2.72
H 0.77 1.86 6.43
H 3.63 -1.21 5.87
H 3.17 -3.07 4.60
H 4.38 -4.67 3.12
H 5.15 -3.87 0.88
H 4.62 -1.54 0.21
H 0.62 3.76 5.16
H -1.03 5.33 4.16
H -2.38 4.55 2.20
H -1.98 2.26 1.32
C -3.05 -2.71 3.49
C -3.42 -2.36 2.05
C -4.13 -3.54 1.36
C -4.31 -1.11 2.02
C -2.17 -2.07 1.31
N -1.18 -1.80 0.80
H -3.96 -2.95 4.04
H -2.55 -1.88 3.98
H -2.39 -3.58 3.53
H -5.05 -3.76 1.90
H -3.49 -4.43 1.37
H -4.37 -3.29 0.32
H -5.23 -1.32 2.56
H -4.57 -0.83 0.99
H -3.81 -0.26 2.49
C -4.71 1.68 -1.87
N -3.30 1.40 -2.09
C -2.93 0.04 -1.76
C -2.38 2.38 -1.71
N -1.41 2.07 -0.94
N -2.65 3.64 -2.23
C -1.85 4.75 -1.75
C -3.01 3.77 -3.64
H -5.01 1.45 -0.84
H -5.32 1.07 -2.54
H -4.93 2.73 -2.06
H -3.59 -0.64 -2.31
H -3.02 -0.16 -0.69
H -1.90 -0.14 -2.06
H -0.72 2.81 -0.87
H -0.86 4.77 -2.21
H -1.74 4.69 -0.66
H -2.37 5.68 -1.98
H -3.45 2.84 -4.00
H -2.13 3.98 -4.25
H -3.73 4.58 -3.77
C 3.07 -4.25 -1.49
P 2.02 -2.72 -1.50
C 0.54 -3.41 -2.37
C 2.92 -1.80 -2.81
C 3.53 -0.61 -2.43
C 4.18 0.19 -3.37
C 4.22 -0.20 -4.70
C 3.63 -1.40 -5.08
C 2.99 -2.19 -4.15
H 3.09 -4.71 -2.48
H 2.68 -4.96 -0.76
H 4.09 -3.98 -1.21
H 0.68 -3.46 -3.45
H -0.33 -2.79 -2.16
H 0.35 -4.41 -1.98
H 3.49 -0.30 -1.39
H 4.61 1.13 -3.06
H 4.69 0.44 -5.44
H 3.64 -1.70 -6.12
H 2.53 -3.12 -4.47
F -0.98 1.34 -6.73
C -0.37 1.40 -5.51
C -0.21 0.25 -4.77
C 0.43 0.35 -3.53
C 0.92 1.53 -2.95
C 0.69 2.65 -3.78
C 0.08 2.62 -5.03
H -0.57 -0.70 -5.17
H 0.52 -0.59 -2.98
H 1.04 3.64 -3.45
H -0.06 3.51 -5.64
*
```



Calculated electronic energy in order - -265035.428, -69431.541 eV
Calculated ΔE to the lowest compared entry with this formula, charge and spin in order - 0.0, 84.2 kJ/mol